(1)
Here is a cluster of 2 separate species, C2H7NO3 in total in a non-equilibrium geometry from the OMol25 dataset. Energies are from ωB97M-V with the def2-TZVPD basis set.

CARTESIAN COORDINATES (ANGSTROEM)
O  3.12  1.63  -0.35
C  2.42  0.66  -0.26
O  1.28  0.58  0.45
H  2.65  -0.28  -0.77
H  1.33  1.34  1.05
N  -3.03  -1.25  0.63
C  -1.60  -0.92  0.31
O  -1.42  -0.43  -0.97
H  -3.31  -0.49  1.24
H  -2.98  -2.04  1.26
H  -1.05  -1.85  0.43
H  -1.24  -0.21  1.05
H  -2.25  -0.16  -1.36

HOMO-LUMO gap: 0.396 hartree
E: -360.8628 Ha
E_LUMO: 0.7 eV
Energy above the lowest of the compared OMol25 structures with the same formula, charge and spin: 31.9 kcal per mole
SMILES: O=CO.NCO

Here are the Löwdin charges for atoms 1 to 4, given in e: O 0.07; C -0.39; O 0.07; H 0.14



(2)
Here is an isolated molecule of C5H10FN in a non-equilibrium geometry from the OMol25 dataset. Energies are from ωB97M-V with the def2-TZVPD basis set.

CARTESIAN COORDINATES (ANGSTROEM)
C  0.05  0.45  -1.02
C  0.35  -0.22  0.30
C  -0.95  1.48  -1.08
C  1.10  -1.51  0.12
C  -0.96  -0.45  1.17
N  1.04  0.91  0.86
F  2.41  0.80  0.64
H  0.71  0.25  -1.76
H  -0.93  2.29  -0.26
H  -1.96  0.96  -0.89
H  -1.06  1.96  -2.09
H  2.08  -1.37  -0.42
H  0.48  -2.15  -0.45
H  1.31  -1.94  1.07
H  -1.62  0.31  0.72
H  -0.75  -0.27  2.21
H  -1.30  -1.52  0.89

HOMO-LUMO gap (alpha / beta): 0.313 / 0.361 hartree
E: -350.9156 Ha
E_LUMO (alpha / beta): 1.0 / -0.8 eV
Energy above the lowest of the compared OMol25 structures with the same formula, charge and spin: 4.4 kcal per mole
2S+1: 3

Here are the Löwdin charges for atoms 1 to 4, given in e: C -0.11; C -0.60; C -0.14; C -0.05



(3)
Here is an isolated molecule of C22H13F4N3O5S in a non-equilibrium geometry from the OMol25 dataset. Energies are from ωB97M-V with the def2-TZVPD basis set.

CARTESIAN COORDINATES (ANGSTROEM)
C  -0.41  -2.01  -0.60
O  0.57  -0.98  -0.40
C  1.24  -1.16  0.77
C  2.49  -1.71  0.67
C  3.28  -1.99  1.80
C  4.54  -2.60  1.69
C  5.58  -3.20  1.45
C  6.84  -3.85  1.06
F  7.79  -3.46  1.98
F  6.76  -5.18  1.10
F  7.30  -3.46  -0.17
C  2.73  -1.68  3.03
F  3.41  -1.95  4.16
C  1.45  -1.11  3.18
C  0.68  -0.86  2.04
N  -0.56  -0.25  2.20
C  -1.62  -0.97  2.70
O  -1.49  -2.12  3.10
C  -2.95  -0.41  2.57
C  -3.18  0.80  2.02
C  -2.02  1.61  1.60
C  -2.24  2.87  1.01
C  -1.11  3.64  0.66
S  -1.39  5.22  -0.20
O  -1.13  6.37  0.66
O  -2.67  5.17  -0.95
N  -0.10  5.16  -1.32
C  -0.03  4.30  -2.36
C  -0.86  3.19  -2.68
C  -0.29  2.56  -3.74
O  0.75  3.29  -4.17
N  0.90  4.42  -3.27
C  0.16  3.19  0.91
C  0.34  1.92  1.40
C  -0.75  1.09  1.73
H  -0.80  -1.95  -1.62
H  0.05  -2.98  -0.54
H  -1.23  -2.00  0.15
H  2.95  -1.85  -0.30
H  1.12  -0.83  4.17
H  -3.76  -1.09  2.79
H  -4.17  1.18  1.84
H  -3.27  3.22  0.82
H  0.40  6.03  -1.39
H  -1.70  2.88  -2.09
H  -0.64  1.60  -4.14
H  1.06  3.73  0.62
H  1.37  1.59  1.43

HOMO-LUMO gap: 0.321 hartree
E: -2184.1484 Ha
E_LUMO: -0.8 eV
Energy above the lowest of the compared OMol25 structures with the same formula, charge and spin: 0.0 kcal per mole
SMILES: COc1cc(C#CC(F)(F)F)c(F)cc1-n1c(=O)ccc2cc(S(=O)(=O)Nc3ccon3)ccc21

Here are the Löwdin charges for atoms 1 to 4, given in e: C -0.04; O -0.08; C -0.25; C 0.08



(4)
Here is a structure of composition C43H41Cl2F12N7O4S2SeZr in a non-equilibrium geometry from the OMol25 dataset. Energies are from ωB97M-V with the def2-TZVPD basis set.

CARTESIAN COORDINATES (ANGSTROEM)
Zr  0.17  -0.65  0.12
C  -5.00  -1.26  5.19
C  -3.74  -0.98  4.42
C  -2.48  -1.05  5.01
C  -1.33  -0.83  4.29
C  -1.35  -0.49  2.92
N  -0.12  -0.31  2.24
C  1.01  0.04  3.03
C  0.91  1.09  3.95
C  1.98  1.53  4.70
C  3.23  0.94  4.56
C  4.43  1.42  5.32
C  3.34  -0.11  3.66
C  2.27  -0.58  2.90
C  2.43  -1.76  1.95
O  1.83  -1.54  0.73
C  3.93  -2.09  1.59
F  4.58  -0.97  1.26
F  3.98  -2.90  0.53
F  4.62  -2.68  2.58
C  1.84  -3.04  2.65
F  2.44  -3.25  3.83
F  0.54  -2.92  2.89
F  2.01  -4.13  1.89
C  -2.62  -0.41  2.32
C  -3.76  -0.67  3.07
C  -2.81  -0.08  0.84
O  -1.65  0.27  0.23
C  -3.48  -1.31  0.08
F  -4.80  -1.12  -0.12
F  -2.92  -1.49  -1.12
F  -3.35  -2.45  0.76
C  -3.73  1.16  0.61
F  -4.94  1.10  1.15
F  -3.89  1.38  -0.71
F  -3.13  2.26  1.12
H  -4.90  -0.96  6.23
H  -5.23  -2.33  5.18
H  -5.85  -0.73  4.77
H  -2.39  -1.31  6.06
H  -0.38  -0.94  4.78
H  -0.06  1.55  4.09
H  1.85  2.35  5.39
H  4.14  1.98  6.21
H  5.05  2.09  4.71
H  5.07  0.60  5.64
H  4.30  -0.60  3.58
H  -4.73  -0.64  2.58
N  -0.23  2.69  1.38
C  1.03  2.44  1.03
N  1.40  1.39  0.32
C  2.75  1.47  0.00
C  3.41  2.51  0.53
S  2.32  3.50  1.44
C  3.28  0.53  -0.99
C  4.56  0.42  -1.41
S  4.66  -0.77  -2.65
C  2.95  -1.02  -2.52
N  2.36  -0.29  -1.62
N  2.31  -1.87  -3.38
H  -0.94  2.00  1.16
H  -0.43  3.38  2.08
H  4.44  2.79  0.41
H  5.43  0.93  -1.04
H  2.84  -2.64  -3.75
H  1.37  -2.12  -3.07
C  -2.36  -1.13  -7.24
C  -1.44  -0.17  -6.49
C  -0.88  -0.73  -5.19
C  -1.91  -0.84  -4.06
N  -2.48  0.46  -3.69
C  -1.83  1.44  -3.03
Se  -0.16  1.39  -2.23
N  -2.65  2.51  -3.00
C  -2.31  3.79  -2.36
C  -1.37  4.63  -3.22
C  -1.96  5.09  -4.55
C  -3.05  6.15  -4.41
C  -3.86  2.21  -3.61
C  -5.03  2.94  -3.77
C  -6.08  2.30  -4.40
C  -5.98  0.98  -4.85
C  -4.81  0.25  -4.68
C  -3.75  0.89  -4.05
H  -2.69  -0.71  -8.19
H  -3.25  -1.37  -6.66
H  -1.84  -2.07  -7.45
H  -1.96  0.77  -6.29
H  -0.59  0.09  -7.14
H  -0.06  -0.12  -4.82
H  -0.48  -1.73  -5.36
H  -1.46  -1.27  -3.18
H  -2.75  -1.48  -4.35
H  -1.85  3.55  -1.40
H  -3.25  4.30  -2.16
H  -0.47  4.05  -3.38
H  -1.08  5.51  -2.63
H  -2.36  4.22  -5.09
H  -1.16  5.49  -5.17
H  -3.94  5.77  -3.91
H  -3.37  6.53  -5.38
H  -2.69  7.00  -3.82
H  -5.12  3.95  -3.41
H  -7.01  2.84  -4.55
H  -6.82  0.51  -5.33
H  -4.74  -0.77  -5.01
Cl  -0.87  -4.54  -2.98
C  -0.15  -4.38  -1.36
Cl  1.55  -4.85  -1.35
C  -0.27  -2.95  -0.88
O  -0.62  -2.71  0.30
O  0.03  -2.00  -1.65
H  -0.68  -5.04  -0.69

HOMO-LUMO gap: 0.273 hartree
E: -7711.5010 Ha
E_LUMO: 0.4 eV
Energy above the lowest of the compared OMol25 structures with the same formula, charge and spin: 0.0 kcal per mole

Here are the Löwdin charges for atoms 1 to 4, given in e: Zr 1.82; C -0.05; C -0.27; C -0.03



(5)
Here is a cluster of 2 separate species, C4H10NO2P in total in a non-equilibrium geometry from the OMol25 dataset. Energies are from ωB97M-V with the def2-TZVPD basis set.

CARTESIAN COORDINATES (ANGSTROEM)
C  1.03  -1.04  -1.80
C  -1.47  0.39  -0.08
C  0.96  0.23  -0.90
C  -0.06  0.41  0.19
N  0.06  -1.29  1.29
O  0.57  -2.14  -1.20
O  1.33  -0.96  -2.92
P  0.53  1.57  1.61
H  -2.06  0.66  0.83
H  -1.67  -0.60  -0.43
H  -1.78  1.14  -0.77
H  1.84  0.58  -0.37
H  0.64  1.01  -1.76
H  0.62  -1.18  2.10
H  0.48  -1.85  -0.22
H  -0.95  -1.54  1.59
H  -0.89  1.85  1.86
H  0.83  2.77  0.99

HOMO-LUMO gap: 0.372 hartree
E: -704.9026 Ha
E_LUMO: 0.4 eV
Energy above the lowest of the compared OMol25 structures with the same formula, charge and spin: 100.5 kcal per mole

Here are the Löwdin charges for atoms 1 to 4, given in e: C -0.58; C -0.16; C -0.12; C -0.60